Molecular formula: C6H13NO
Method: DFT, ωB97M-V/def2-TZVPD

Atoms and positions in Å:
C1 1.948189 1.275931 1.242164
C2 1.517542 -1.331360 -0.731928
C3 0.583823 -0.692419 0.283600
C4 0.478758 -1.311992 1.491799
O1 1.012199 0.789946 0.313188
H1 2.393991 0.574706 1.956252
H2 2.831072 1.697061 0.746871
H3 1.473422 2.069201 1.829123
H4 1.606786 -0.685554 -1.606356
H5 2.529710 -1.448003 -0.345386
H6 1.171750 -2.335443 -0.977345
H7 0.739366 -2.354364 1.585013
H8 0.149907 -0.846026 2.406833
N1 -2.577904 1.697105 -1.363355
C5 -2.243685 0.693101 -0.518524
C6 -1.813490 -0.576250 -0.928537
H9 -2.576394 1.496854 -2.353335
H10 -2.293848 2.628185 -1.100364
H11 -2.594614 0.803562 0.498032
H12 -1.965248 -0.778142 -1.985542
H13 -2.371332 -1.366101 -0.442203

Atomic forces in eV per Å
0.2279 0.1112 0.6653
-0.9495 -0.0135 -0.6792
5.1502 1.5189 3.3150
-0.7020 0.7314 -1.1981
-2.0163 -2.1133 -0.8885
-0.5508 -0.4843 -0.1316
-0.3071 0.1103 -0.4052
0.1126 -0.0032 0.0146
-0.2578 -0.3152 -0.1681
-0.0681 0.2492 0.3531
-0.0814 0.0660 -0.3433
-0.4299 -0.3110 -0.2860
0.0167 0.3708 -0.0112
0.3383 0.8081 -0.1355
-0.0146 -3.2270 -0.8875
-3.0060 1.9938 -0.1175
0.3450 0.0872 0.1605
-0.2118 0.1035 -0.1593
0.5484 0.3710 0.3464
0.8820 0.3511 -0.4871
0.9740 -0.4050 1.0433

## Properties
Energy above the lowest of the compared OMol25 structures with the same formula, charge and spin (kJ/mol): 498.0
HOMO energy (eV): -7.7535
Max |F| (eV/Å): 6.310
HOMO-LUMO gap (eV): 8.660
SMILES string: C=C(C)OC.C=CN
Energy (a.u.): -366.24424

Löwdin population analysis, charges in e, atoms 1 to 4: atom 1 (C): -0.1490, atom 2 (C): -0.0678, atom 3 (C): -0.3211, atom 4 (C): 0.0341